Below is the molecule C11H14O3S in a non-equilibrium geometry, with properties calculated with ωB97M-V/def2-TZVPD.

The geometry in XYZ format:
```
29
Properties=species:S:1:pos:R:3:forces:R:3:mulliken_charge:R:1
C -2.129618 0.958483 0.261108 -0.112 -1.951 -1.323 -1.446
C -1.138166 0.024747 0.873384 4.205 0.470 -0.918 0.990
C -1.679782 -0.829365 1.951334 -2.609 0.435 -1.587 -1.583
C -0.008809 -0.735545 -0.339238 -1.042 0.233 1.222 0.564
C 0.787965 -1.907093 0.227816 0.194 1.317 0.536 -1.797
O -0.710239 -1.090212 -1.485631 0.394 2.095 -0.801 -0.586
C 1.031416 0.333816 -0.688202 0.004 -0.052 -0.304 0.121
C 1.823518 0.313855 -1.848775 -1.159 1.780 2.540 -1.051
C 2.629993 1.402066 -2.060464 -0.122 0.539 0.587 -0.500
C 2.733028 2.438713 -1.119824 1.588 2.210 -1.112 -0.321
C 2.068206 2.413198 0.123910 0.093 0.349 -1.368 -0.772
C 1.219246 1.346474 0.241413 -1.276 -1.381 0.065 0.686
S 0.130943 1.120525 1.610020 1.706 -1.230 0.600 1.415
O -0.281789 2.398420 2.069598 -1.231 1.476 0.111 -0.766
O 0.841024 0.331721 2.586769 0.164 -0.617 0.239 -0.722
H -2.019986 1.975847 0.521886 -0.002 0.987 0.333 0.310
H -3.121297 0.568518 0.432933 -0.429 0.254 0.094 0.362
H -1.894391 0.766886 -0.766937 -0.560 0.760 -1.154 0.459
H -2.651143 -1.223370 1.497476 1.036 0.261 1.241 0.380
H -1.819456 -0.163641 2.773451 -0.981 0.401 0.803 0.441
H -1.104838 -1.579248 2.353936 1.599 -1.883 0.360 0.467
H 0.312904 -2.624678 0.838474 -1.077 -0.529 0.817 0.450
H 1.535562 -1.398282 0.797952 0.567 -0.214 0.955 0.463
H 1.342437 -2.472206 -0.476544 0.306 -0.214 -1.389 0.461
H -1.106523 -1.925428 -1.401804 -0.739 -1.759 0.376 0.368
H 1.574450 -0.317987 -2.606752 -0.279 -2.019 -1.920 0.539
H 3.072776 1.501860 -3.031915 0.441 0.191 -0.177 0.400
H 3.334699 3.357959 -1.574328 -1.255 -1.850 1.742 0.200
H 1.976966 3.185932 0.894957 0.576 -0.058 -0.567 0.469
```
Positions in Å, forces in eV/Å.

Results
DFT total energy, a.u.: -1051.3804
Charge: 0
Maximum force, eV/A: 4.33
Spin multiplicity: 1
ΔE to the lowest compared entry with this formula, charge and spin, kcal per mole: 0.6